Here is the ion C28H27N2S2 with charge +1 from OMol25. Energies are from ωB97M-V with the def2-TZVPD basis set.

Last column: natural (NBO) charge in e.
Atoms and positions in Å:
1 N -2.8253 6.6423 -0.3732  -0.261
2 C -2.6818 5.4953 -0.3046  0.256
3 C -2.5525 4.0622 -0.2280  -0.153
4 C -2.2612 3.4186 0.9746  -0.164
5 C -2.0386 2.0342 1.0138  -0.232
6 C -1.8701 1.3423 -0.2067  0.080
7 C -1.1107 0.0213 -0.4291  -0.317
8 C -0.6133 -0.6028 0.8551  0.469
9 C 0.1668 0.2301 1.7311  -0.137
10 C 0.8244 1.3468 1.1642  -0.150
11 C 1.7505 2.0847 1.8687  -0.172
12 C 1.8972 1.8132 3.2225  -0.141
13 C 1.1537 0.8423 3.8669  -0.226
14 C 0.2795 0.0666 3.1378  -0.150
15 N -0.6764 -1.9253 1.0431  -0.306
16 C -1.5413 -2.8528 0.2901  -0.230
17 C -1.1028 -4.2465 0.6913  -0.424
18 C 0.1179 -4.1141 1.5649  -0.408
19 C 0.3269 -2.6323 1.8294  -0.238
20 C 0.0506 -0.0009 -1.5647  -0.321
21 C 1.5240 -0.5424 -1.3569  -0.076
22 C 2.6128 0.2735 -1.0590  -0.160
23 C 3.7489 -0.2371 -0.3719  -0.212
24 C 3.8688 -1.5955 -0.0936  -0.215
25 C 2.8521 -2.4264 -0.5510  -0.205
26 C 1.7439 -1.9010 -1.2531  -0.240
27 S -0.5970 -1.0656 -2.9089  0.226
28 C -0.8529 0.1861 -4.2222  -0.540
29 C -0.5425 1.6194 -3.8063  -0.517
30 S 0.3584 1.6435 -2.1828  0.254
31 C -2.4729 1.9046 -1.3317  -0.220
32 C -2.7062 3.2801 -1.3723  -0.165
33 H -2.2032 4.0237 1.8730  0.240
34 H -1.8396 1.6087 2.0064  0.228
35 H -1.8495 -0.6748 -0.9463  0.277
36 H 0.6369 1.5398 0.1118  0.226
37 H 2.3326 2.8290 1.3635  0.230
38 H 2.6056 2.4053 3.7802  0.232
39 H 1.2570 0.6743 4.9254  0.239
40 H -0.3259 -0.6765 3.6300  0.217
41 H -2.6016 -2.6502 0.5187  0.231
42 H -1.4296 -2.6975 -0.7773  0.227
43 H -1.9262 -4.7442 1.2104  0.232
44 H -0.9187 -4.8395 -0.1982  0.235
45 H -0.0079 -4.6444 2.5038  0.234
46 H 0.9893 -4.5438 1.0956  0.226
47 H 1.3333 -2.3150 1.5604  0.244
48 H 0.2413 -2.4326 2.8943  0.222
49 H 2.6293 1.3610 -1.2378  0.228
50 H 4.5459 0.4358 -0.0026  0.229
51 H 4.6922 -1.9905 0.4955  0.232
52 H 2.9024 -3.5095 -0.3150  0.222
53 H 1.0046 -2.6261 -1.6183  0.221
54 H -0.1680 -0.1518 -5.0490  0.245
55 H -1.8877 0.0730 -4.5773  0.242
56 H 0.1838 2.0441 -4.5492  0.254
57 H -1.4042 2.2851 -3.7995  0.227
58 H -2.6383 1.3012 -2.2237  0.219
59 H -2.9846 3.7510 -2.3121  0.236

Highest occupied orbital energy: -0.420 hartree
Energy relative to the best compared isomer or geometry (same formula, charge and spin): 1.087 eV
HOMO-LUMO gap: 0.260 Eh
LUMO: -4.33 eV
Total charge: +1